{
  "formula": "C25H35BF6N10O3SbSiTi",
  "method": "ωB97M-V/def2-TZVPD",
  "e_above_lowest_ev": 0.398,
  "homo_lumo_gap_ev": 8.5,
  "lumo_ev": 1.9027,
  "e_homo_ha": -0.24211,
  "charge": -1,
  "symbols": ["Ti", "N", "C", "C", "O", "N", "C", "C", "O", "O", "H", "H", "H", "H", "H", "H", "C", "C", "C", "C", "N", "N", "B", "N", "C", "C", "C", "C", "N", "N", "C", "C", "C", "C", "N", "N", "C", "C", "C", "C", "N", "H", "H", "H", "H", "H", "H", "H", "H", "H", "H", "H", "H", "H", "H", "H", "H", "H", "H", "H", "H", "C", "Si", "C", "C", "C", "C", "H", "H", "H", "H", "H", "H", "H", "H", "H", "F", "Sb", "F", "F", "F", "F", "F"],
  "positions_angstrom": [[0.0458, -0.2706, -1.3388], [-0.9324, -2.3319, -1.2290], [-0.8583, -3.1241, -2.4526], [-0.6668, -2.1883, -3.6105], [-0.8599, -2.5344, -4.7646], [-0.2521, -0.9446, -3.2265], [-0.1734, -0.0195, -4.3381], [0.1776, 1.3239, -3.7703], [0.3048, 2.3375, -4.4180], [0.3488, 1.2639, -2.4677], [-0.4900, -2.8213, -0.4622], [-1.8983, -2.1479, -0.9945], [-1.7544, -3.7207, -2.6239], [-0.0047, -3.7988, -2.4068], [-1.1184, 0.0380, -4.8830], [0.5844, -0.3174, -5.0675], [3.0533, -0.2640, -3.1639], [3.2032, 0.0170, -1.7085], [4.3976, 0.1698, -1.0004], [4.0179, 0.3933, 0.3013], [2.6769, 0.3935, 0.3563], [2.1722, 0.1527, -0.8708], [1.7435, 0.5877, 1.5644], [0.6998, 1.6719, 1.1991], [0.4224, 2.8086, 1.8600], [-0.4076, 3.5679, 1.0701], [-0.6014, 2.8141, -0.0982], [-1.3458, 3.2798, -1.3055], [0.0545, 1.6566, 0.0097], [0.9656, -0.7079, 1.8547], [0.9467, -1.4725, 2.9550], [-0.2037, -2.2190, 2.9399], [-0.8614, -1.8475, 1.7631], [-2.2482, -2.2932, 1.4129], [-0.1245, -0.9656, 1.0718], [2.5970, 1.1277, 2.7238], [3.3459, 2.2520, 2.6363], [3.9280, 2.4746, 3.8592], [3.4714, 1.4097, 4.6618], [3.7908, 1.1208, 6.0941], [2.6727, 0.6126, 3.9732], [3.9943, -0.6526, -3.5506], [2.7950, 0.6418, -3.7143], [2.2847, -1.0149, -3.3434], [5.3962, 0.0816, -1.3906], [4.6055, 0.5369, 1.1901], [0.8470, 3.0019, 2.8297], [-0.8129, 4.5420, 1.2847], [-1.9499, 4.1471, -1.0346], [-1.9960, 2.5065, -1.7065], [-0.6498, 3.5660, -2.0938], [1.7285, -1.3888, 3.6842], [-0.5455, -2.9195, 3.6820], [-2.8266, -2.3618, 2.3355], [-2.2664, -3.2848, 0.9542], [-2.7429, -1.5745, 0.7665], [3.3973, 2.8127, 1.7173], [4.5840, 3.2823, 4.1372], [4.3632, 1.9383, 6.5315], [4.3789, 0.2068, 6.1871], [2.8786, 0.9891, 6.6764], [-5.4732, -0.1330, 0.9893], [-4.9218, 0.7970, -0.5417], [-4.9847, 2.6392, -0.2170], [-6.0393, 0.3639, -1.9796], [-3.1994, 0.3354, -0.9226], [-2.0024, 0.1668, -1.0859], [-6.4885, 0.1521, 1.2763], [-4.8085, 0.0830, 1.8282], [-5.4598, -1.2120, 0.8206], [-5.9927, 2.9601, 0.0572], [-4.6775, 3.1968, -1.1041], [-4.3039, 2.9053, 0.5944], [-7.0753, 0.6428, -1.7716], [-6.0097, -0.7077, -2.1865], [-5.7207, 0.8856, -2.8840], [1.5255, -2.2947, -1.1794], [2.7449, -3.6799, -0.5738], [4.0795, -3.0193, -1.7261], [2.0889, -4.7567, -1.9832], [1.2779, -4.2487, 0.4874], [3.8341, -5.0791, 0.0498], [3.3244, -2.5375, 0.8045]],
  "atomic_forces_ev_per_a": [[-0.3, 0.2, 0.1], [0.0, 0.1, 0.0], [0.1, -0.1, -0.1], [0.1, 0.0, 0.0], [0.0, 0.0, 0.0], [0.0, 0.0, 0.0], [0.0, 0.0, 0.0], [0.0, 0.0, 0.0], [0.0, 0.0, 0.0], [0.0, -0.1, 0.1], [0.0, -0.1, 0.1], [0.0, 0.0, 0.0], [0.0, 0.0, 0.0], [0.0, 0.0, 0.0], [0.0, 0.0, 0.0], [0.0, 0.0, 0.0], [0.0, -0.1, 0.0], [0.0, 0.0, 0.0], [0.0, 0.0, 0.0], [-0.1, 0.0, 0.0], [0.1, 0.0, -0.1], [0.0, -0.1, 0.0], [0.0, -0.1, 0.0], [0.0, 0.1, 0.0], [0.0, 0.0, 0.0], [0.0, 0.0, 0.0], [0.1, 0.0, 0.0], [0.0, 0.0, 0.0], [0.0, -0.1, 0.0], [0.1, 0.0, -0.1], [0.0, 0.0, 0.0], [0.0, 0.1, 0.0], [0.0, 0.0, 0.0], [0.0, -0.1, 0.0], [-0.1, 0.1, 0.1], [0.0, 0.0, 0.0], [0.0, 0.0, 0.0], [0.0, 0.0, 0.0], [0.0, 0.0, 0.0], [0.0, 0.0, 0.0], [0.0, 0.0, 0.0], [0.0, 0.0, 0.0], [0.0, 0.0, 0.0], [0.0, 0.0, 0.0], [0.0, 0.0, 0.0], [0.0, 0.0, 0.0], [0.0, 0.0, 0.0], [0.0, 0.0, 0.0], [0.0, 0.0, 0.0], [0.0, 0.0, 0.0], [0.0, 0.0, 0.0], [0.0, 0.0, 0.0], [0.0, 0.0, 0.0], [0.0, 0.0, 0.0], [0.0, 0.0, 0.0], [0.0, 0.0, -0.1], [0.0, 0.0, 0.0], [0.0, 0.0, 0.0], [0.0, 0.0, 0.0], [0.0, 0.0, 0.0], [0.0, 0.0, 0.0], [0.0, 0.0, 0.0], [0.0, 0.0, 0.0], [0.0, 0.0, 0.0], [0.0, 0.0, 0.0], [0.0, 0.0, 0.0], [0.1, 0.0, 0.0], [0.0, 0.0, 0.0], [0.0, 0.0, 0.0], [0.0, 0.0, 0.0], [0.0, 0.0, 0.0], [0.0, 0.0, 0.0], [0.0, 0.0, 0.0], [0.0, 0.0, 0.0], [0.0, 0.0, 0.0], [0.0, 0.0, 0.0], [0.4, -0.1, -0.1], [-0.2, 0.0, 0.1], [0.0, 0.0, 0.0], [0.0, 0.0, 0.0], [0.0, 0.0, 0.0], [0.0, 0.0, 0.0], [0.0, 0.0, 0.0]],
  "lowdin_charge": [1.120, -0.041, -0.118, -0.509, 0.055, -0.069, -0.120, -0.588, 0.079, -0.173, 0.058, 0.057, 0.132, 0.106, 0.140, 0.135, -0.011, -0.324, -0.009, -0.059, 0.036, 0.013, -0.636, 0.031, -0.061, -0.017, -0.305, -0.029, 0.037, 0.037, -0.058, -0.017, -0.330, -0.035, 0.080, -0.004, -0.118, -0.028, -0.360, -0.045, 0.121, 0.088, 0.087, 0.067, 0.108, 0.125, 0.120, 0.097, 0.077, 0.045, 0.079, 0.102, 0.103, 0.085, 0.084, 0.034, 0.132, 0.094, 0.068, 0.073, 0.072, -0.193, 0.416, -0.186, -0.192, -0.183, -0.141, 0.026, 0.031, 0.026, 0.026, 0.027, 0.031, 0.025, 0.028, 0.030, -0.353, 1.391, -0.336, -0.354, -0.351, -0.358, -0.321]
}